Record 1
DFT (ωB97M-V with the def2-TZVPD basis set) results for C20H17N5O2PPtSe3Te as an isolated structure.

Each line ends with the Löwdin charge.
Element x y z (Å)
C1 4.349 -1.155 2.002  -0.10
C2 2.484 2.904 -3.311  -0.09
C3 1.993 5.202 1.734  -0.09
C4 -0.359 4.756 1.534  -0.02
H1 5.512 -0.995 3.800  0.10
H2 4.260 0.532 -0.843  0.09
N1 1.273 -0.891 -2.587  0.10
N2 0.147 0.442 -3.945  0.15
H3 -1.397 5.052 1.622  0.12
C5 4.791 -0.515 3.150  -0.10
C6 4.267 0.724 3.482  -0.08
H4 -1.264 1.018 -2.434  0.11
H5 0.447 6.581 2.306  0.10
C7 2.265 3.937 1.247  -0.11
C8 3.751 1.191 -1.532  -0.08
O1 -0.952 2.336 -0.841  -0.13
C9 0.671 5.599 1.906  -0.08
C10 3.722 2.364 -3.635  -0.12
H6 5.324 1.087 -2.984  0.10
C11 1.226 3.062 0.918  -0.29
C12 -1.265 2.767 0.306  -0.71
C13 -0.416 0.428 -2.747  -0.18
Se1 -0.377 -2.765 -0.033  -0.29
H7 2.398 0.232 -5.118  0.08
H8 4.572 1.218 4.396  0.10
Te1 -0.409 -3.738 2.268  0.17
O2 -2.305 2.626 0.947  0.00
H9 3.020 -1.095 0.333  0.09
Pt1 0.202 -0.353 0.200  0.31
H10 0.904 2.999 -1.842  0.10
N3 1.167 -0.367 -3.762  -0.28
C14 3.402 -0.552 1.191  -0.16
H11 4.707 -2.146 1.753  0.11
C15 3.334 1.340 2.657  -0.09
C16 1.879 2.594 -2.101  -0.09
Se2 0.869 -1.900 3.441  -0.21
H12 2.841 -1.126 -4.312  0.09
C17 2.906 0.720 1.487  -0.38
P1 1.614 1.375 0.361  0.87
N4 0.249 -0.394 -1.920  -0.20
H13 1.982 3.572 -4.000  0.10
H14 2.915 2.287 2.961  0.10
H15 4.201 2.623 -4.572  0.10
Se3 -0.237 -0.077 2.516  0.01
H16 2.808 5.871 1.982  0.10
N5 2.064 -0.669 -4.781  0.14
C18 -0.097 3.498 0.990  -0.13
H17 3.295 3.626 1.120  0.11
C19 2.514 1.738 -1.199  -0.32
C20 4.353 1.505 -2.744  -0.10

Molar mass: 949.92 u
Net charge: -1
HOMO: -0.13867 Eh
Orbital gap: 6.062 eV
Relative energy (zero: lowest compared OMol25 entry of this formula, charge and spin): 0.0 kcal per mole
Multiplicity: 1

=====

Record 2
DFT (ωB97M-V with the def2-TZVPD basis set) results for C20H18AsBrN4NbO6S2 as an isolated structure.

Each line ends with the Löwdin charge.
Element x y z (Å)
C1 8.942 -8.798 9.773  -0.08
C2 13.791 -6.700 9.902  -0.84
C3 17.814 -11.549 8.130  -0.03
S1 10.969 -10.553 6.562  0.62
H1 9.148 -12.211 7.987  0.12
H2 18.726 -12.117 8.086  0.12
H3 14.331 -5.923 5.974  0.10
S2 13.015 -8.245 10.056  0.62
C4 9.607 -8.894 8.465  -0.23
O1 12.328 -10.040 7.179  -0.54
O2 10.645 -9.703 5.435  -0.29
H4 13.691 -4.717 10.186  0.13
C5 14.098 -7.940 5.416  -0.34
H5 13.908 -10.022 4.591  0.13
C6 8.643 -11.136 9.783  -0.01
H6 8.264 -12.035 10.237  0.11
C7 14.695 -6.208 3.841  -0.12
C8 15.484 -11.450 7.680  -0.12
H7 14.538 -11.931 7.399  0.12
N1 13.214 -5.594 10.434  0.12
H8 17.419 -6.279 7.685  0.07
O3 11.111 -12.012 6.454  -0.28
N2 14.915 -6.540 9.188  0.01
C9 16.619 -12.237 7.796  0.00
C10 14.110 -8.922 4.405  -0.09
H9 18.124 -6.961 9.203  0.10
H10 18.706 -9.703 8.586  0.13
C11 17.784 -10.211 8.317  0.01
H11 14.301 -9.174 2.272  0.11
Nb1 13.535 -8.495 7.383  1.83
N3 15.404 -10.134 7.821  0.03
C12 14.754 -7.149 2.840  -0.63
C13 14.367 -8.482 3.100  -0.10
H12 14.988 -5.150 3.621  0.12
O4 10.239 -6.165 9.329  -0.43
As1 10.337 -7.174 8.023  1.09
H13 18.443 -7.650 7.530  0.10
C14 16.573 -9.458 8.201  -0.19
H14 12.210 -5.577 10.450  0.07
Br1 15.477 -6.597 1.123  0.74
H15 9.491 -7.066 5.784  0.07
C15 8.477 -9.887 10.421  -0.05
O5 12.077 -7.260 7.293  -0.61
H16 16.581 -13.319 7.616  0.13
C16 16.489 -8.063 8.303  -0.19
C17 9.179 -11.256 8.481  -0.05
C18 14.423 -6.634 5.149  -0.12
C19 9.733 -10.176 7.845  -0.25
H17 8.795 -7.776 10.137  0.10
C20 17.727 -7.154 8.207  0.02
H18 7.894 -9.768 11.371  0.14
O6 9.782 -6.435 6.479  -0.23
N4 15.181 -7.709 8.511  -0.24

Molar mass: 722.25 u
Net charge: +1
HOMO: -0.41970 Eh
Orbital gap: 6.206 eV
Relative energy (zero: lowest compared OMol25 entry of this formula, charge and spin): 45.4 kcal per mole
Multiplicity: 1

=====

Record 3
DFT (ωB97M-V with the def2-TZVPD basis set) results for C20H18AuClF9O3PS as an isolated structure.

Each line ends with the Löwdin charge.
Element x y z (Å)
F1 1.319 -1.703 7.735  0.15
H1 -1.341 2.307 -4.512  0.13
H2 -1.827 0.052 -4.119  0.09
H3 2.948 -1.226 4.125  0.14
O1 0.703 2.024 -4.122  0.06
C1 -1.918 0.650 1.470  -0.48
P1 2.121 -1.723 -0.660  0.18
H4 -4.543 3.125 0.761  0.08
C2 -0.103 -0.868 5.572  0.01
C3 0.227 -0.331 -4.677  -0.14
F2 1.121 -1.657 -1.929  -0.15
H5 -1.598 -1.180 -5.351  0.09
H6 -0.471 3.563 -3.629  0.15
C4 2.226 -1.703 -4.585  -0.62
H7 0.258 -2.424 -5.029  0.13
Au1 -0.438 0.447 0.086  1.16
C5 1.249 -1.150 5.437  -0.09
O2 -2.064 2.453 -1.904  0.02
C6 3.061 -0.595 -4.324  -0.06
C7 1.895 -0.996 4.218  0.03
C8 1.187 -0.557 3.116  0.01
H8 -5.200 1.418 2.895  0.07
C9 -0.172 -0.272 3.243  -0.22
F3 3.324 -1.205 -1.576  -0.13
C10 -0.601 2.491 -3.739  -0.02
F4 3.090 -0.819 6.859  0.16
F5 1.723 -0.066 -0.382  -0.29
F6 3.048 -1.656 0.641  -0.13
H9 -2.994 3.327 1.662  0.08
O3 -0.402 0.936 -1.961  -0.14
Cl1 2.897 -3.248 -4.653  0.86
F7 0.844 -2.097 0.272  -0.18
H10 -2.985 2.881 -0.093  0.03
C11 -1.235 -0.220 -4.992  0.00
F8 2.555 -2.859 6.385  0.16
H11 -1.871 -0.205 4.568  0.11
C12 2.054 -1.637 6.618  -0.59
H12 -1.415 0.514 -5.779  0.10
H13 -4.175 0.012 3.275  0.07
C13 -0.815 -0.426 4.473  0.00
C14 0.841 -1.546 -4.785  -0.04
C15 -0.930 0.190 2.110  -0.14
H14 1.682 -0.448 2.164  0.09
C16 -4.178 1.044 2.931  -0.23
C17 2.485 0.623 -4.207  0.06
H15 -0.591 -0.994 6.527  0.13
H16 -3.548 1.676 3.551  0.08
C18 -1.075 1.926 -2.398  -0.63
F9 2.452 -3.245 -0.929  -0.10
H17 4.121 -0.740 -4.179  0.13
H18 3.060 1.504 -3.962  0.15
C19 1.071 0.783 -4.321  -0.16
C20 -3.508 2.799 0.863  -0.22
S1 -3.564 1.050 1.244  1.08

Molar mass: 772.80 u
Net charge: +1
HOMO (spin up / spin down): -0.43999 / -0.45065 Eh
Orbital gap (spin up / spin down): 8.550 / 6.438 eV
Relative energy (zero: lowest compared OMol25 entry of this formula, charge and spin): 0.0 kcal per mole
Multiplicity: 2

=====

What did the second record say?
DFT (ωB97M-V with the def2-TZVPD basis set) results for C20H18AsBrN4NbO6S2 as an isolated structure.

Each line ends with the Löwdin charge.
Element x y z (Å)
C1 8.942 -8.798 9.773  -0.08
C2 13.791 -6.700 9.902  -0.84
C3 17.814 -11.549 8.130  -0.03
S1 10.969 -10.553 6.562  0.62
H1 9.148 -12.211 7.987  0.12
H2 18.726 -12.117 8.086  0.12
H3 14.331 -5.923 5.974  0.10
S2 13.015 -8.245 10.056  0.62
C4 9.607 -8.894 8.465  -0.23
O1 12.328 -10.040 7.179  -0.54
O2 10.645 -9.703 5.435  -0.29
H4 13.691 -4.717 10.186  0.13
C5 14.098 -7.940 5.416  -0.34
H5 13.908 -10.022 4.591  0.13
C6 8.643 -11.136 9.783  -0.01
H6 8.264 -12.035 10.237  0.11
C7 14.695 -6.208 3.841  -0.12
C8 15.484 -11.450 7.680  -0.12
H7 14.538 -11.931 7.399  0.12
N1 13.214 -5.594 10.434  0.12
H8 17.419 -6.279 7.685  0.07
O3 11.111 -12.012 6.454  -0.28
N2 14.915 -6.540 9.188  0.01
C9 16.619 -12.237 7.796  0.00
C10 14.110 -8.922 4.405  -0.09
H9 18.124 -6.961 9.203  0.10
H10 18.706 -9.703 8.586  0.13
C11 17.784 -10.211 8.317  0.01
H11 14.301 -9.174 2.272  0.11
Nb1 13.535 -8.495 7.383  1.83
N3 15.404 -10.134 7.821  0.03
C12 14.754 -7.149 2.840  -0.63
C13 14.367 -8.482 3.100  -0.10
H12 14.988 -5.150 3.621  0.12
O4 10.239 -6.165 9.329  -0.43
As1 10.337 -7.174 8.023  1.09
H13 18.443 -7.650 7.530  0.10
C14 16.573 -9.458 8.201  -0.19
H14 12.210 -5.577 10.450  0.07
Br1 15.477 -6.597 1.123  0.74
H15 9.491 -7.066 5.784  0.07
C15 8.477 -9.887 10.421  -0.05
O5 12.077 -7.260 7.293  -0.61
H16 16.581 -13.319 7.616  0.13
C16 16.489 -8.063 8.303  -0.19
C17 9.179 -11.256 8.481  -0.05
C18 14.423 -6.634 5.149  -0.12
C19 9.733 -10.176 7.845  -0.25
H17 8.795 -7.776 10.137  0.10
C20 17.727 -7.154 8.207  0.02
H18 7.894 -9.768 11.371  0.14
O6 9.782 -6.435 6.479  -0.23
N4 15.181 -7.709 8.511  -0.24

Molar mass: 722.25 u
Net charge: +1
HOMO: -0.41970 Eh
Orbital gap: 6.206 eV
Relative energy (zero: lowest compared OMol25 entry of this formula, charge and spin): 45.4 kcal per mole
Multiplicity: 1

=====

Q: Number 2 is which compound?
A: C20H18AsBrN4NbO6S2

=====

Q: molar mass of number 3 (C20H18AuClF9O3PS)?
A: 772.80 u

=====

Q: The highest multiplicity belongs to which entry?
A: C20H18AuClF9O3PS